# 1
Formula: C6H16N4O4S
Source: OMol25
Level of theory: the ωB97M-V functional and the def2-TZVPD basis

Summary:
ΔE to the lowest compared entry with this formula, charge and spin	2.095	eV
E_HOMO	-17.55	eV
gap between HOMO and LUMO	10.408	eV
structure (SMILES)	CCCCS(=O)(=O)O/C(N)=[N+](\N)C(=[NH2+])O

Structure (ORCA input):
```
! RIJCOSX wB97M-V def2-TZVPD def2/J DEFGRID3
* xyz 2 1
C 1.82150 -0.18650 -0.45713
C 3.74147 -1.38445 -1.80319
C -4.30528 1.65074 2.10740
C -3.20025 0.78407 1.53768
C -3.02945 1.03458 0.08250
C -2.10568 0.02154 -0.36109
N 2.24723 1.07390 -0.52779
N 3.99415 -0.50136 -2.75119
N 2.63430 -2.46485 -0.12740
N 2.77744 -1.28198 -0.86120
O 0.68059 -0.56878 -0.25658
O 4.44877 -2.42333 -1.70642
O -0.47438 -0.61824 1.75230
O -0.27927 1.77980 1.00189
S -0.69547 0.41036 0.90665
H -4.53579 2.57876 1.55043
H -5.19632 1.00505 2.22918
H -4.11080 1.91679 3.12967
H -2.26597 1.14743 2.00374
H -3.32426 -0.27678 1.80766
H -2.54629 1.90518 -0.05035
H -3.87504 0.82327 -0.46853
H -2.42104 -0.92021 -0.04176
H -1.66154 0.05586 -1.30931
H 3.17335 1.25808 -0.61492
H 1.69652 1.78106 -0.09531
H 3.43982 0.20851 -3.10503
H 4.79584 -0.67683 -3.37888
H 1.67525 -2.75563 -0.14686
H 4.16877 -3.08376 -0.92440
H 2.73183 -2.29226 0.87823
*
```


# 2
Formula: C6H16N5
Source: OMol25
Level of theory: the ωB97M-V functional and the def2-TZVPD basis

Summary:
ΔE to the lowest compared entry with this formula, charge and spin	2.218	eV
E_HOMO	-11.87	eV
gap between HOMO and LUMO	9.037	eV

Structure (ORCA input):
```
! RIJCOSX wB97M-V def2-TZVPD def2/J DEFGRID3
* xyz 1 1
C 0.65322 -1.01533 0.42650
C -2.38521 -1.24385 -0.71835
C 1.08514 1.05371 -0.75659
C -0.76131 -0.53712 0.82727
C -1.17136 0.62765 -0.06042
C 2.97014 -0.25646 0.13617
N -1.72246 -1.57929 0.53605
N -1.87835 0.06872 -1.10608
N -0.17195 1.59756 -0.31362
N -2.38044 1.63494 1.21068
N 1.56772 0.14557 0.32172
H 1.03106 -1.72449 1.16329
H 0.59468 -1.51515 -0.54245
H -2.10413 -1.96889 -1.49573
H -3.47494 -1.25421 -0.61507
H 1.03284 0.46201 -1.68437
H 1.79547 1.87552 -0.88601
H -0.77928 -0.24853 1.87919
H 3.30242 -0.85631 0.98139
H 3.06585 -0.84859 -0.77302
H 3.60758 0.62141 0.05468
H -2.39245 -1.68510 1.28483
H -2.50333 0.64399 -1.64931
H -0.50060 2.35095 -0.90460
H -1.80645 2.44469 1.42140
H -3.12541 1.95648 0.59939
H 1.47674 0.67684 1.19698
*
```


# 3
Formula: C6H16NO
Source: OMol25
Level of theory: the ωB97M-V functional and the def2-TZVPD basis

Summary:
ΔE to the lowest compared entry with this formula, charge and spin	1.292	eV
E_HOMO (spin up / spin down)	-8.80 / -16.32	eV
gap between HOMO and LUMO (spin up / spin down)	5.892 / 7.766	eV
expectation value of S²	2.01

Structure (ORCA input):
```
! RIJCOSX wB97M-V def2-TZVPD def2/J DEFGRID3
* xyz 1 3
C 0.35900 -1.48039 -1.18209
C -1.70885 -0.14810 -0.68100
C 0.31373 0.95998 -1.67674
C 0.06004 -0.82592 1.69208
C 0.11982 1.75959 1.35429
C -0.18760 -0.12470 -0.72210
N 0.38663 0.14311 0.64284
O 1.19964 2.04891 2.06841
H 1.44672 -1.50234 -1.13820
H -0.03993 -2.30410 -0.59822
H 0.06774 -1.64933 -2.21340
H -2.11778 0.79072 -0.31598
H -2.08743 -0.96783 -0.07560
H -2.07780 -0.30191 -1.69242
H 1.37130 1.16729 -1.52528
H 0.19225 0.61869 -2.70050
H -0.24780 1.88415 -1.58248
H 0.45457 -1.81189 1.45661
H 0.50138 -0.51120 2.63528
H -1.01856 -0.89416 1.81271
H 0.05719 2.38566 0.46900
H -0.82609 1.63211 1.87797
H 1.40499 0.16812 0.52775
H 1.13920 1.81729 3.00536
*
```